1.
{"formula": "C3H6OS", "method": "wB97M-V/def2-TZVPD", "smiles": "C1CSCO1", "e_lumo_ev": 1.0, "gap_ev": 9.48, "species": ["C", "C", "C", "H", "H", "H", "H", "H", "H", "O", "S"], "xyz": [[-0.143, 1.066, 0.568], [0.174, -0.336, 0.932], [-0.001, -0.673, -1.380], [-0.861, 1.540, 1.227], [0.781, 1.660, 0.712], [-0.780, -0.864, 1.247], [0.867, -0.422, 1.745], [0.682, -0.904, -2.171], [-0.960, -1.259, -1.467], [0.776, -0.849, -0.279], [-0.533, 1.042, -1.133]], "mulliken_charge": [-0.4197, -0.4246, -0.2401, 0.3567, 0.2477, 0.2357, 0.2951, 0.2903, 0.2303, -0.3682, -0.2034]}

***

2.
{"formula": "C2H7IN3", "method": "wB97M-V/def2-TZVPD", "e_lumo_ev": [-6.4, -6.4], "gap_ev": [6.72, 6.72], "charge": 1, "species": ["C", "C", "N", "N", "N", "I", "H", "H", "H", "H", "H", "H", "H"], "xyz": [[-0.229, -0.427, -1.643], [0.964, -0.128, 0.647], [-0.082, -0.012, 0.034], [0.707, 0.175, 3.260], [-1.174, 0.293, -2.246], [-1.881, 0.608, 0.883], [0.786, -0.236, -1.979], [-0.467, -1.480, -1.521], [1.977, -0.408, 0.461], [1.246, -0.639, 3.537], [1.284, 1.006, 3.363], [-0.984, 1.218, -2.600], [-2.147, 0.030, -2.196]], "mulliken_charge": [-0.3541, 0.1641, -0.3859, -0.4398, -0.3573, 0.3407, 0.3534, 0.3349, 0.3345, 0.2552, 0.2577, 0.2223, 0.2743]}

***

3.
{"formula": "C36H27Cl2N3O8S3Y", "method": "wB97M-V/def2-TZVPD", "e_lumo_ev": 1.7, "gap_ev": 4.70, "charge": -1, "species": ["Y", "C", "O", "C", "C", "C", "C", "C", "C", "N", "N", "C", "O", "C", "C", "C", "C", "C", "C", "C", "O", "H", "H", "H", "H", "H", "H", "H", "H", "H", "H", "H", "H", "O", "C", "O", "C", "C", "C", "C", "C", "N", "C", "O", "O", "H", "H", "H", "H", "O", "C", "C", "C", "C", "C", "S", "C", "C", "C", "C", "S", "C", "C", "C", "C", "S", "H", "H", "H", "H", "H", "H", "H", "H", "H", "Cl", "C", "Cl", "H", "H"], "xyz": [[-0.122, -0.603, 0.522], [-4.515, -1.757, -2.923], [-4.046, -2.152, -1.644], [-4.437, -1.331, -0.612], [-5.760, -1.150, -0.286], [-6.135, -0.353, 0.804], [-5.153, 0.249, 1.556], [-3.795, 0.080, 1.249], [-2.815, 0.780, 2.055], [-1.541, 0.733, 1.911], [-0.848, 1.555, 2.811], [0.410, 1.221, 2.879], [0.969, 0.224, 2.284], [1.282, 2.112, 3.703], [0.757, 3.105, 4.525], [1.605, 3.934, 5.243], [2.984, 3.780, 5.144], [3.509, 2.790, 4.327], [2.660, 1.957, 3.612], [-3.399, -0.720, 0.148], [-2.169, -0.886, -0.176], [-4.020, -2.396, -3.651], [-4.241, -0.720, -3.130], [-5.600, -1.878, -3.010], [-6.520, -1.641, -0.884], [-7.181, -0.221, 1.047], [-5.418, 0.875, 2.402], [-3.195, 1.421, 2.854], [-0.317, 3.218, 4.580], [1.191, 4.706, 5.880], [3.644, 4.433, 5.702], [4.582, 2.672, 4.237], [3.047, 1.191, 2.952], [-1.286, -4.765, 1.504], [-0.850, -3.622, 0.982], [-0.756, -2.612, 1.651], [-0.525, -3.694, -0.474], [-0.614, -4.867, -1.186], [-0.410, -4.788, -2.562], [-0.213, -3.557, -3.143], [-0.172, -2.407, -2.339], [-0.246, -2.508, -1.019], [-0.088, -1.019, -2.939], [1.207, -0.573, -3.237], [-0.375, 0.033, -2.041], [-1.458, -4.589, 2.440], [-0.842, -5.796, -0.686], [-0.440, -5.682, -3.172], [-0.101, -3.448, -4.212], [1.703, -0.188, -0.484], [1.868, 0.872, -1.347], [3.305, 0.880, -1.845], [4.358, 0.443, -1.098], [5.609, 0.582, -1.758], [5.471, 1.123, -3.001], [3.833, 1.453, -3.376], [0.909, 0.721, -2.540], [0.672, 1.814, -3.398], [-0.259, 1.714, -4.448], [-1.044, 0.689, -4.893], [-1.155, -0.984, -4.386], [1.533, 2.157, -0.588], [0.290, 2.617, -0.248], [0.336, 3.752, 0.610], [1.608, 4.135, 0.897], [2.756, 3.114, 0.141], [4.215, 0.023, -0.113], [6.558, 0.289, -1.330], [6.243, 1.330, -3.725], [1.124, 2.769, -3.171], [-0.428, 2.636, -5.003], [-1.751, 0.870, -5.691], [-0.630, 2.194, -0.636], [-0.543, 4.242, 1.004], [1.931, 4.943, 1.534], [2.375, -2.402, 1.140], [2.764, -3.060, 2.717], [1.606, -4.282, 3.296], [2.774, -2.237, 3.423], [3.729, -3.546, 2.639]], "mulliken_charge": [0.9397, -0.8686, -0.4093, 0.0990, -0.4946, -0.8809, -0.9138, 0.9093, -0.8406, 0.7981, -1.0276, 0.3514, -0.7191, 0.3299, -0.2233, -0.6237, -0.3928, -0.7784, -0.2599, -0.2526, 0.7619, 0.2369, 0.3074, 0.3523, 0.4010, 0.3898, 0.3762, 0.2371, 0.4409, 0.3946, 0.3813, 0.3883, 0.4402, -0.5014, 0.1574, -0.4342, 0.3262, -0.6667, -0.8600, -1.0041, -1.4793, 1.1506, 1.9612, -0.6596, -0.5305, 0.4450, 0.5598, 0.4228, 0.6664, -0.8170, 2.4138, -1.6008, -0.3875, -0.7418, -0.5590, -0.0734, 0.7598, 0.0283, -0.7857, -0.7852, -0.2483, 0.1058, -0.3054, -0.9923, -0.4005, -0.1908, 0.4122, 0.3766, 0.4412, 0.4815, 0.3055, 0.3507, 0.8583, 0.3190, 0.4637, 0.1259, -0.3335, -0.1928, 0.1532, 0.4151]}

***

4.
{"formula": "C7H7IN4", "method": "wB97M-V/def2-TZVPD", "e_lumo_ev": [-2.6, -2.6], "gap_ev": [4.43, 4.53], "species": ["C", "C", "C", "C", "C", "C", "C", "N", "N", "N", "N", "I", "H", "H", "H", "H", "H", "H", "H"], "xyz": [[0.109, -3.320, 0.536], [0.925, 3.182, 1.197], [-0.844, -2.338, 0.675], [0.756, 1.764, 1.136], [0.329, -2.113, -1.213], [0.568, 2.684, -0.838], [-1.343, -0.468, -0.888], [0.739, -3.180, -0.694], [0.786, 3.690, -0.025], [-0.633, -1.523, -0.436], [0.510, 1.520, -0.189], [-2.855, 0.352, 0.258], [0.205, -3.976, 1.253], [1.420, 3.909, 1.843], [-1.468, -2.207, 1.513], [1.124, 0.977, 1.754], [0.621, -1.641, -2.243], [0.098, 2.770, -1.833], [-1.047, -0.082, -1.806]], "mulliken_charge": [-0.5574, -0.3838, -0.1709, -0.3209, 0.1136, -0.1238, -0.1959, -0.5408, -0.6186, 0.1713, -0.2199, 0.2528, 0.4827, 0.3508, 0.3402, 0.3769, 0.2579, 0.3173, 0.4684]}

***

Calculated energy relative to the best compared isomer or geometry (same formula, charge and spin), 105.3, 542.1, 435.0, 203.7 kJ/mol (same order as the records).